Record 1
ORCA calculation (wB97M-V/def2-TZVPD) on an isolated molecule of C5H9F2N.

SMILES ... C[C@H]1[C@H](N)[C@H](F)[C@@H]1F
2S+1 ... 1
Energy relative to the best compared isomer or geometry (same formula, charge and spin) ... 0.583 eV
Frontier orbital gap ... 0.3852 Eh

Geometry (Å):
C 0.095 -0.639 -2.284
C -0.225 -0.219 -0.856
C 0.354 -1.052 0.383
N -0.334 -2.151 1.068
C 0.456 0.375 1.096
F -0.737 0.641 1.715
C 0.572 0.973 -0.324
F -0.046 2.172 -0.576
H -0.032 0.237 -2.999
H -0.505 -1.533 -2.772
H 1.178 -0.944 -2.267
H -1.290 -0.106 -0.793
H 1.435 -1.314 0.118
H -0.565 -2.916 0.365
H -1.224 -1.858 1.410
H 1.288 0.555 1.790
H 1.590 0.994 -0.670

Record 2
ORCA calculation (wB97M-V/def2-TZVPD) on a cluster of 2 separate species, C3H3Cl2NS in total.

SMILES ... ClC#CSCl.C=N
2S+1 ... 1
Energy relative to the best compared isomer or geometry (same formula, charge and spin) ... 3.005 eV
Frontier orbital gap ... 0.2970 Eh

Geometry (Å):
Cl -1.830 -2.092 0.632
C -2.053 -0.634 -0.004
C -1.947 0.508 -0.432
S -2.125 2.094 -0.959
Cl -2.381 3.156 0.825
C 2.194 -0.457 0.357
N 2.209 -1.234 -0.625
H 1.847 0.611 0.407
H 2.532 -0.998 1.205
H 1.553 -0.953 -1.407

Record 3
ORCA calculation (wB97M-V/def2-TZVPD) on an isolated molecule of C3H2O3.

SMILES ... O=CC(=O)C=O
2S+1 ... 1
Energy relative to the best compared isomer or geometry (same formula, charge and spin) ... 1.547 eV
Frontier orbital gap ... 0.3243 Eh

Geometry (Å):
O -1.721 -0.412 1.050
C -0.967 0.479 0.758
C -0.048 0.358 -0.456
O -0.150 1.104 -1.400
C 1.011 -0.743 -0.432
O 1.271 -1.342 0.578
H -0.934 1.444 1.297
H 1.537 -0.889 -1.396

Record 4
ORCA calculation (wB97M-V/def2-TZVPD) on a cluster of 9 separate species, C71H144F12N5O8 in total.

2S+1 ... 1
Energy relative to the best compared isomer or geometry (same formula, charge and spin) ... 10.723 eV
Frontier orbital gap ... 0.1620 Eh
Total charge ... +1

Geometry (Å):
C 3.314 -1.446 -1.747
C 4.540 -2.445 -1.771
C 5.780 -1.807 -2.620
C 6.881 -2.909 -2.931
N 7.959 -2.493 -3.925
C 9.096 -3.528 -4.308
C 9.635 -3.153 -5.626
C 8.482 -2.257 -6.216
C 7.267 -2.217 -5.314
C 8.677 -1.129 -3.447
C 9.350 -1.171 -2.043
C 9.947 0.213 -1.768
H 3.629 -0.403 -1.749
H 2.763 -1.771 -0.865
H 2.532 -1.580 -2.495
H 4.153 -3.423 -2.056
H 4.912 -2.617 -0.761
H 6.127 -0.867 -2.192
H 5.343 -1.369 -3.517
H 6.501 -3.830 -3.371
H 7.369 -3.247 -2.016
H 9.802 -3.476 -3.479
H 8.552 -4.466 -4.413
H 10.560 -2.581 -5.697
H 9.803 -4.048 -6.225
H 8.868 -1.258 -6.420
H 7.954 -2.590 -7.110
H 6.657 -1.315 -5.353
H 6.721 -3.135 -5.533
H 7.949 -0.344 -3.245
H 9.368 -0.891 -4.256
H 10.093 -1.964 -2.128
H 8.578 -1.217 -1.274
H 9.353 1.127 -1.794
H 10.805 0.414 -2.409
H 10.534 0.213 -0.850
C -5.025 0.621 -7.462
C -5.118 0.020 -6.101
C -5.500 1.079 -5.101
C -4.806 0.956 -3.673
N -5.210 2.151 -2.734
C -4.666 2.011 -1.294
C -5.627 0.936 -0.662
C -7.017 1.166 -1.214
C -6.756 2.247 -2.302
C -4.812 3.580 -3.350
C -3.276 3.703 -3.679
C -3.013 4.992 -4.422
H -4.437 -0.107 -8.021
H -4.532 1.581 -7.611
H -5.957 0.632 -8.027
H -4.166 -0.443 -5.843
H -5.902 -0.737 -6.069
H -6.547 1.018 -4.803
H -5.376 2.102 -5.456
H -3.724 0.830 -3.678
H -5.285 0.161 -3.102
H -4.666 3.001 -0.838
H -3.611 1.764 -1.417
H -5.749 1.057 0.414
H -5.350 -0.098 -0.865
H -7.712 1.589 -0.490
H -7.441 0.227 -1.571
H -6.824 3.289 -1.988
H -7.272 2.023 -3.236
H -5.170 4.450 -2.802
H -5.530 3.632 -4.168
H -2.888 2.840 -4.220
H -2.885 3.839 -2.671
H -3.431 5.075 -5.425
H -1.932 5.035 -4.553
H -3.219 5.938 -3.921
C -4.817 -8.697 0.738
C -6.024 -7.881 0.183
C -5.574 -6.531 -0.443
C -4.560 -6.711 -1.651
N -4.109 -5.452 -2.328
C -3.305 -5.530 -3.655
C -3.513 -4.179 -4.429
C -4.613 -3.435 -3.730
C -5.236 -4.599 -2.881
C -3.312 -4.520 -1.271
C -2.420 -5.221 -0.266
C -1.412 -4.212 0.402
H -5.126 -9.707 1.006
H -4.420 -8.077 1.542
H -4.092 -8.786 -0.072
H -6.750 -7.767 0.988
H -6.438 -8.501 -0.613
H -5.377 -5.773 0.315
H -6.456 -6.144 -0.952
H -4.933 -7.255 -2.519
H -3.627 -7.221 -1.416
H -2.299 -5.852 -3.386
H -3.767 -6.379 -4.157
H -2.633 -3.538 -4.366
H -3.689 -4.390 -5.484
H -4.402 -2.606 -3.055
H -5.203 -3.066 -4.568
H -5.777 -4.190 -2.028
H -5.904 -5.243 -3.454
H -4.039 -3.881 -0.768
H -2.584 -3.943 -1.841
H -1.884 -6.039 -0.748
H -3.044 -5.699 0.489
H -0.881 -4.773 1.172
H -2.005 -3.419 0.858
H -0.716 -3.673 -0.241
C 2.215 -3.444 9.871
C 0.758 -3.246 9.809
C 0.431 -1.993 8.905
C 0.661 -2.302 7.347
N 0.155 -1.132 6.397
C -1.384 -1.255 6.450
C -1.738 -2.078 5.215
C -0.825 -1.674 4.114
C 0.505 -1.471 4.770
C 0.637 0.307 6.659
C 2.193 0.476 6.785
C 2.665 1.969 6.458
H 2.677 -4.273 10.407
H 2.749 -2.583 10.272
H 2.633 -3.641 8.884
H 0.252 -3.172 10.771
H 0.407 -4.158 9.327
H 0.970 -1.112 9.255
H -0.628 -1.874 9.132
H 0.316 -3.287 7.034
H 1.747 -2.275 7.254
H -1.722 -0.232 6.286
H -1.817 -1.516 7.415
H -2.817 -2.051 5.063
H -1.700 -3.121 5.528
H -1.062 -0.740 3.605
H -0.739 -2.419 3.323
H 1.035 -0.724 4.179
H 1.121 -2.370 4.764
H 0.168 0.683 7.568
H 0.284 0.896 5.811
H 2.839 -0.100 6.123
H 2.360 0.291 7.846
H 2.311 2.648 7.233
H 2.434 2.298 5.444
H 3.750 2.034 6.539
C -3.511 1.815 5.485
C -2.426 2.803 6.033
C -1.403 3.354 5.039
C -1.984 4.186 3.852
N -0.859 4.956 3.142
C -0.040 5.902 3.984
C 1.370 5.839 3.475
C 1.498 4.485 2.855
C 0.124 4.146 2.274
C -1.598 5.898 2.098
C -2.542 5.251 1.137
C -2.831 6.164 -0.070
H -4.196 2.115 4.692
H -4.171 1.403 6.248
H -2.874 1.119 4.938
H -1.882 2.170 6.734
H -2.924 3.575 6.620
H -1.018 2.497 4.488
H -0.502 3.589 5.605
H -2.625 5.008 4.171
H -2.525 3.490 3.211
H -0.447 6.893 4.187
H 0.033 5.440 4.968
H 1.443 6.556 2.657
H 2.113 6.132 4.216
H 2.116 4.392 1.962
H 1.811 3.761 3.607
H -0.079 4.235 1.206
H -0.107 3.091 2.423
H -0.738 6.372 1.624
H -2.129 6.720 2.579
H -3.465 4.990 1.655
H -2.203 4.290 0.748
H -3.702 5.780 -0.600
H -2.053 6.021 -0.820
H -2.946 7.235 0.102
C 0.956 7.316 -0.802
O 1.837 6.230 -0.927
O 1.529 7.983 0.231
C 0.741 8.086 -2.249
F 0.069 9.274 -2.196
F 1.963 8.369 -2.758
F 0.057 7.339 -3.094
C 1.500 5.037 -1.594
C 2.762 4.184 -1.273
H 3.640 4.627 -1.742
H 2.900 4.207 -0.192
H 2.724 3.128 -1.541
H 1.361 5.051 -2.675
H 0.567 4.619 -1.214
H -0.028 6.880 -0.634
C -0.716 1.812 -6.714
O 0.340 1.489 -5.749
O -0.479 3.083 -7.293
C -1.036 0.445 -7.487
F -1.341 0.567 -8.762
F 0.144 -0.206 -7.518
F -1.909 -0.339 -6.967
C 0.338 1.719 -4.360
C 1.273 0.922 -3.492
H 2.291 0.991 -3.877
H 1.295 1.505 -2.571
H 1.024 -0.129 -3.346
H -0.687 1.550 -4.029
H 0.506 2.791 -4.264
H -1.528 1.946 -5.999
C -1.660 0.245 0.596
O -0.257 0.292 0.921
O -2.220 1.506 0.846
C -1.841 -0.481 -0.829
F -0.838 -1.403 -1.097
F -2.979 -1.207 -0.946
F -1.756 0.399 -1.867
C 0.677 1.044 0.122
C 2.021 0.996 0.822
H 2.845 1.518 0.336
H 1.902 1.603 1.720
H 2.393 -0.004 1.045
H 0.505 2.104 -0.065
H 0.819 0.586 -0.857
H -2.097 -0.408 1.351
C 3.684 -3.500 3.353
O 3.730 -2.078 3.397
O 3.460 -3.907 4.697
C 2.797 -3.907 2.083
F 1.796 -3.049 1.816
F 3.634 -3.925 0.964
F 2.272 -5.110 2.227
C 4.762 -1.397 2.726
C 4.534 0.127 2.788
H 5.166 0.467 3.608
H 4.790 0.636 1.859
H 3.468 0.229 2.992
H 4.773 -1.758 1.698
H 5.767 -1.565 3.115
H 4.706 -3.848 3.201

Record 5
ORCA calculation (wB97M-V/def2-TZVPD) on a structure of composition C8H19ClILuNO2P.

2S+1 ... 1
Energy relative to the best compared isomer or geometry (same formula, charge and spin) ... 0.785 eV
Frontier orbital gap ... 0.2382 Eh
Total charge ... +2

Geometry (Å):
C 0.987 2.075 1.280
I -1.473 3.004 0.269
H 0.930 1.651 0.248
H 0.534 1.317 1.929
H 2.042 2.169 1.536
Lu 0.013 -1.629 -0.896
P 1.916 0.565 -1.901
C 2.197 2.364 -2.147
C 3.703 0.193 -1.635
H 1.657 -0.967 -3.794
H 2.660 0.467 -4.236
H 0.867 0.622 -4.072
C 1.768 0.122 -3.686
H 3.845 -0.872 -1.423
H 4.301 0.474 -2.515
H 3.038 2.522 -2.838
H 2.440 2.863 -1.204
H 4.071 0.766 -0.773
H 1.308 2.837 -2.570
C 0.301 3.363 1.406
O 0.582 4.421 1.934
Cl 1.689 -3.246 -1.177
C -2.736 -1.062 2.988
N -3.143 -2.137 2.061
C -4.421 -2.811 2.346
C -2.499 -2.477 0.970
O -1.399 -1.918 0.574
H -3.451 -1.118 3.824
H -2.799 -0.072 2.510
H -1.716 -1.236 3.357
H -5.194 -2.530 1.614
H -4.301 -3.901 2.288
H -4.753 -2.520 3.347
H -2.962 -3.297 0.388

Record 6
ORCA calculation (wB97M-V/def2-TZVPD) on a cluster of 4 separate species, C18H34FO4S in total.

2S+1 ... 1
Frontier orbital gap ... 0.2796 Eh
Total charge ... +1

Geometry (Å):
O 3.650 3.018 0.450
C 4.027 2.020 -0.396
F 5.182 2.146 -1.316
C 3.063 0.654 -0.376
S 1.348 1.259 0.113
C -0.013 0.144 -0.569
C -1.139 1.182 -1.237
C -1.940 2.136 -0.135
C -3.031 3.225 -0.701
C -3.259 3.280 -2.329
C -2.464 2.334 -3.430
C -1.370 1.247 -2.859
H 3.433 -0.154 0.387
H 3.063 0.242 -1.492
H 1.196 2.479 -0.620
H -0.500 -0.383 0.367
H 0.370 -0.642 -1.348
H -1.686 2.011 1.023
H -3.567 3.914 0.088
H -4.039 4.056 -2.734
H -2.604 2.394 -4.590
H -0.720 0.532 -3.540
C -4.811 0.441 3.570
C -3.567 0.006 2.811
C -2.889 -1.175 3.487
O -2.653 1.097 2.737
H -4.557 0.759 4.587
H -5.281 1.299 3.079
H -5.541 -0.372 3.630
H -3.838 -0.264 1.784
H -2.568 -0.914 4.502
H -1.990 -1.469 2.937
H -3.562 -2.036 3.545
H -2.406 1.343 3.644
C -5.705 -5.245 2.330
C -4.201 -5.331 2.533
C -3.706 -6.762 2.407
O -3.870 -4.828 3.825
H -6.237 -5.833 3.086
H -6.049 -4.210 2.436
H -5.991 -5.609 1.338
H -3.693 -4.699 1.796
H -4.167 -7.405 3.166
H -2.623 -6.811 2.568
H -3.931 -7.173 1.418
H -4.316 -5.383 4.487
C 9.250 1.945 -4.041
C 8.171 2.952 -4.405
C 7.815 3.835 -3.220
O 7.006 2.259 -4.845
H 8.910 1.279 -3.239
H 9.487 1.308 -4.900
H 10.165 2.447 -3.713
H 8.515 3.575 -5.238
H 7.424 3.237 -2.389
H 7.029 4.548 -3.493
H 8.687 4.394 -2.868
H 6.693 1.703 -4.112

Record 7
ORCA calculation (wB97M-V/def2-TZVPD) on an isolated molecule of C3H4N2O3.

2S+1 ... 1
Energy relative to the best compared isomer or geometry (same formula, charge and spin) ... 4.213 eV
Frontier orbital gap ... 0.3094 Eh

Geometry (Å):
N 1.088 0.171 -0.104
C -1.299 -0.941 -0.013
C 0.783 1.450 -0.630
C 0.090 -1.098 0.616
O -1.946 0.192 0.245
N 0.810 -0.178 1.281
O -1.784 -1.854 -0.628
O -0.041 2.179 -0.161
H -1.363 0.827 0.709
H 1.910 -0.271 -0.507
H 1.412 1.691 -1.501
H 0.341 -2.169 0.691

Record 8
ORCA calculation (wB97M-V/def2-TZVPD) on an isolated molecule of C9H6Cl2INO2.

SMILES ... OC1(O)C(I)=CC(Cl)(Cl)c2cccnc21
2S+1 ... 1
Energy relative to the best compared isomer or geometry (same formula, charge and spin) ... 0.000 eV
Frontier orbital gap ... 0.3406 Eh

Geometry (Å):
O 1.465 -2.088 1.053
C 1.209 -1.114 0.099
O 1.223 -1.656 -1.187
C 2.215 0.011 0.139
I 4.274 -0.617 -0.030
C 1.903 1.286 0.162
C 0.536 1.808 0.086
Cl 0.525 2.895 -1.462
Cl 0.214 2.899 1.470
C -0.514 0.820 -0.097
C -1.849 1.106 -0.304
C -2.809 0.197 -0.148
C -2.434 -1.031 0.162
N -1.200 -1.426 0.347
C -0.198 -0.537 0.194
H 0.790 -2.855 0.820
H 0.964 -2.595 -1.223
H 2.763 2.102 0.223
H -2.073 2.134 -0.698
H -3.859 0.351 -0.262
H -3.145 -1.691 0.654

Record 9
ORCA calculation (wB97M-V/def2-TZVPD) on a cluster of 2 separate species, Br2H7NSi3 in total.

SMILES ... [SiH2]=N[SiH3].Br[SiH2]Br
2S+1 ... 1
Energy relative to the best compared isomer or geometry (same formula, charge and spin) ... 3.397 eV
Frontier orbital gap ... 0.3258 Eh

Geometry (Å):
Si -2.283 -0.750 -1.200
N -0.744 -0.673 -1.721
Si 0.936 -1.067 -1.789
H -3.553 -1.494 -0.873
H -2.659 0.602 -0.671
H 1.236 -1.175 -0.319
H 2.084 -0.136 -2.252
H 1.040 -2.376 -2.347
Br 1.755 0.355 3.824
Si 1.045 1.509 2.103
Br -1.148 1.319 2.286
H 1.085 2.902 2.257
H 1.207 0.984 0.702

Record 10
ORCA calculation (wB97M-V/def2-TZVPD) on a cluster of 2 separate species, C5H9FO in total.

SMILES ... C=C=C(C)F.CO
2S+1 ... 1
Energy relative to the best compared isomer or geometry (same formula, charge and spin) ... 3.699 eV
Frontier orbital gap ... 0.3819 Eh

Geometry (Å):
C -0.570 2.013 0.922
C -0.215 1.645 -0.284
C 0.289 1.491 -1.468
C 0.500 0.117 -2.044
F 0.598 2.509 -2.422
H -1.527 2.238 1.223
H 0.147 2.302 1.582
H 0.291 -0.457 -1.263
H -0.072 -0.273 -2.876
H 1.600 0.070 -2.349
C -0.065 -2.236 1.642
O 0.073 -0.923 1.254
H 0.934 -2.820 1.838
H -0.495 -2.733 0.803
H -0.793 -2.295 2.584
H -0.696 -0.648 0.858

Record 11
ORCA calculation (wB97M-V/def2-TZVPD) on a structure of composition C8H20Br4CaNO.

2S+1 ... 2
Frontier orbital gap (spin up / spin down) ... 0.2838 / 0.1335 Eh

Geometry (Å):
Ca -13.480 30.659 5.996
C -16.519 29.754 3.903
C -17.091 28.612 2.881
N -16.224 28.203 1.671
C -14.950 27.568 2.246
C -16.957 27.282 0.747
C -17.645 26.027 1.365
C -15.814 29.407 0.799
C -14.742 29.126 -0.315
O -15.297 28.335 -1.453
C -14.403 27.557 -2.257
H -15.647 29.414 4.462
H -17.391 29.986 4.514
H -16.180 30.666 3.412
H -18.091 28.973 2.641
H -17.227 27.634 3.342
H -14.597 28.327 2.943
H -14.150 27.328 1.546
H -15.130 26.688 2.864
H -16.154 26.766 0.221
H -17.607 27.885 0.113
H -18.266 26.093 2.259
H -17.038 25.128 1.469
H -18.396 25.781 0.613
H -15.266 30.096 1.442
H -16.748 29.827 0.425
H -13.820 28.886 0.213
H -14.330 30.031 -0.761
H -15.058 26.896 -2.825
H -13.888 26.835 -1.623
H -13.795 28.208 -2.885
Br -10.985 31.231 7.362
Br -13.145 27.732 5.630
Br -15.713 30.300 7.538
Br -14.211 33.514 5.806

Record 12
ORCA calculation (wB97M-V/def2-TZVPD) on an isolated molecule of C8H8ClN3.

SMILES ... Cl[C@@]1(n2cccn2)CC=CC=N1
2S+1 ... 1
Energy relative to the best compared isomer or geometry (same formula, charge and spin) ... 2.326 eV
Frontier orbital gap ... 0.3111 Eh

Geometry (Å):
Cl -0.208 2.402 0.145
C -0.247 0.211 -0.071
N 1.117 -0.025 -0.080
C 1.968 0.203 -1.119
C 3.231 0.002 -0.642
C 3.050 -0.343 0.715
N 1.779 -0.349 1.038
C -0.966 -0.217 1.180
C -2.439 -0.233 0.988
C -2.980 -0.171 -0.237
C -2.107 -0.070 -1.376
N -0.838 0.091 -1.308
H 1.589 0.485 -2.078
H 4.160 0.092 -1.165
H 3.797 -0.581 1.448
H -0.679 0.425 2.015
H -0.616 -1.223 1.448
H -3.049 -0.338 1.874
H -4.044 -0.218 -0.399
H -2.518 -0.144 -2.374

Number 1: electronic energy -450.35548 Eh, strongest force on any atom 0.047 Eh/bohr. Number 2: electronic energy -1489.30344 Eh, strongest force on any atom 0.058 Eh/bohr. Number 3: electronic energy -341.17995 Eh, strongest force on any atom 0.012 Eh/bohr. Number 4: electronic energy -4864.84731 Eh, strongest force on any atom 0.107 Eh/bohr. Number 5: electronic energy -2855.71108 Eh, strongest force on any atom 0.076 Eh/bohr. Number 6: electronic energy -1504.59160 Eh, strongest force on any atom 0.198 Eh/bohr. Number 7: electronic energy -451.82490 Eh, strongest force on any atom 0.014 Eh/bohr. Number 8: electronic energy -1769.82469 Eh, strongest force on any atom 0.085 Eh/bohr. Number 9: electronic energy -6075.44302 Eh, strongest force on any atom 0.062 Eh/bohr. Number 10: electronic energy -370.87764 Eh, strongest force on any atom 0.093 Eh/bohr. Number 11: electronic energy -11420.49420 Eh, strongest force on any atom 0.047 Eh/bohr. Number 12: electronic energy -934.05507 Eh, strongest force on any atom 0.040 Eh/bohr.